# C17H30INO5Si2Sn

C17H30INO5Si2Sn as an isolated structure (ωB97M-V/def2-TZVPD, the OMol25 dataset).

Output
* spin multiplicity: 1
* orbital gap: 0.3260 Ha
* energy relative to the best compared isomer or geometry (same formula, charge and spin): 8.88 kcal/mol
* HOMO level: -8.63 eV
* LUMO level: 0.2 eV

The geometry in XYZ format:
```
57
Properties=species:S:1:pos:R:3:forces:R:3:mulliken_charge:R:1
Sn -0.147 -1.662 -0.808 -0.10 0.00 -0.03 1.20
C -2.300 1.407 1.283 -0.02 -0.04 0.01 -0.98
Si -0.526 1.603 1.873 0.05 0.01 -0.02 0.32
C 0.470 2.618 0.645 0.01 0.02 0.00 -0.95
C -0.373 2.255 3.639 0.00 -0.02 0.02 0.35
C -0.723 3.425 4.315 0.00 0.01 0.01 -0.78
C -0.422 3.558 5.661 0.00 0.00 -0.01 -0.49
C 0.229 2.532 6.344 0.00 -0.01 0.00 -0.47
C 0.583 1.364 5.687 0.00 0.00 0.01 -0.74
C 0.284 1.213 4.332 -0.02 0.03 -0.01 0.28
Si 0.539 -0.135 3.029 0.00 -0.05 -0.02 0.09
C -0.414 -1.708 3.401 0.00 -0.01 0.00 -1.00
C 2.329 -0.544 2.677 0.03 0.03 0.04 -0.85
H -2.921 1.028 2.097 -0.01 0.00 -0.01 0.42
H -2.368 0.693 0.459 -0.01 0.01 0.00 0.18
H -2.729 2.358 0.954 0.01 0.01 0.01 0.37
H -0.004 3.586 0.463 0.00 0.00 -0.01 0.37
H 0.583 2.105 -0.313 -0.02 -0.02 0.00 0.12
H 1.468 2.806 1.045 0.00 0.00 -0.01 0.39
H -1.229 4.233 3.798 0.00 0.00 0.00 0.41
H -0.690 4.464 6.190 0.00 0.00 0.00 0.39
H 0.458 2.653 7.396 0.00 -0.01 0.00 0.39
H 1.090 0.575 6.233 0.00 0.00 0.00 0.41
H 0.001 -2.208 4.279 0.00 0.00 0.00 0.37
H -0.356 -2.407 2.564 0.00 0.00 0.00 0.21
H -1.467 -1.498 3.597 0.00 0.00 0.00 0.33
H 2.767 -1.079 3.524 0.01 -0.01 -0.01 0.40
H 2.910 0.367 2.517 0.00 0.00 0.00 0.33
H 2.414 -1.167 1.784 -0.02 0.00 0.01 0.11
C 0.019 1.961 -3.570 0.00 0.00 0.02 -1.77
C -1.015 0.885 -3.253 -0.01 0.00 -0.01 1.79
C -2.344 1.159 -3.936 0.00 -0.01 -0.01 -1.83
O -1.197 0.788 -1.833 0.00 0.00 -0.02 -0.42
C -0.438 -0.466 -3.704 -0.03 0.02 0.05 -0.12
O -0.547 -0.823 -4.862 0.02 0.03 0.00 -0.71
O 0.215 -1.135 -2.804 0.05 -0.05 -0.01 -0.40
H -0.350 2.939 -3.249 0.00 0.00 0.00 0.43
H 0.210 1.999 -4.642 0.00 0.00 0.00 0.43
H 0.952 1.751 -3.047 0.01 0.01 -0.01 0.37
H -2.725 2.139 -3.639 0.01 0.00 0.01 0.48
H -3.076 0.400 -3.659 0.00 0.00 -0.01 0.38
H -2.218 1.143 -5.016 0.00 0.00 0.00 0.37
H -1.600 1.603 -1.513 0.01 0.01 0.01 0.21
N -1.184 -4.834 -3.705 -0.01 -0.04 0.01 -0.35
C -0.228 -4.123 -3.106 0.06 -0.03 -0.02 0.92
O -0.335 -3.795 -1.917 -0.02 0.02 0.00 -0.74
C 0.956 -3.683 -3.928 -0.04 0.03 0.03 -0.59
I 1.698 -5.144 -5.291 0.00 -0.02 0.00 0.10
H -1.985 -5.114 -3.165 0.00 0.01 0.00 0.27
H -1.065 -5.184 -4.641 0.00 0.02 0.00 0.11
H 1.766 -3.413 -3.262 -0.01 0.01 -0.01 0.00
H 0.660 -2.815 -4.518 0.03 -0.01 0.00 0.32
C 2.907 -1.730 -1.316 -0.06 -0.03 0.02 -0.72
O 1.795 -1.803 -0.458 0.07 0.03 0.01 -0.45
H 3.305 -2.733 -1.516 0.01 0.01 0.00 0.28
H 3.701 -1.149 -0.838 0.01 0.00 -0.01 0.28
H 2.666 -1.258 -2.273 0.00 0.02 -0.02 0.22
```
Positions in Å, forces in eV/Å.

=====

# C17H30INO5Si2Sn

C17H30INO5Si2Sn as an isolated structure at a distorted geometry (ωB97M-V/def2-TZVPD, the OMol25 dataset).

Output
* spin multiplicity: 1
* orbital gap: 0.2926 Ha
* energy relative to the best compared isomer or geometry (same formula, charge and spin): 11.83 kcal/mol
* HOMO level: -7.90 eV
* LUMO level: 0.1 eV

The geometry in XYZ format:
```
57
Properties=species:S:1:pos:R:3:forces:R:3:mulliken_charge:R:1
Sn 0.520 0.621 -0.162 0.10 0.31 -0.26 1.24
C 1.314 0.457 3.518 0.10 0.06 -0.29 -1.19
Si 1.873 -0.287 1.868 -0.14 -0.09 0.21 0.38
C 3.759 -0.347 1.780 -0.29 0.09 -0.11 -1.22
C 1.183 -2.070 1.840 0.07 0.22 -0.11 0.51
C 1.727 -2.919 2.810 0.06 0.06 0.04 -0.56
C 1.332 -4.240 2.941 0.00 -0.02 0.02 -0.79
C 0.368 -4.751 2.086 0.00 0.00 0.01 -0.79
C -0.183 -3.928 1.119 -0.04 -0.02 -0.02 -0.52
C 0.200 -2.590 0.974 -0.13 0.14 -0.16 0.63
Si -0.676 -1.676 -0.452 0.04 0.15 0.20 0.30
C -0.171 -2.556 -2.044 -0.05 0.29 0.07 -1.18
C -2.547 -1.723 -0.172 0.25 0.00 -0.03 -1.23
H 1.716 -0.125 4.351 0.02 -0.04 -0.02 0.47
H 0.226 0.448 3.588 0.00 -0.01 -0.04 0.25
H 1.655 1.488 3.630 0.01 0.00 0.00 0.38
H 4.164 -0.866 2.652 -0.04 -0.02 0.02 0.33
H 4.181 0.659 1.763 -0.01 0.00 0.00 0.36
H 4.095 -0.872 0.885 -0.02 0.01 -0.02 0.34
H 2.485 -2.531 3.484 0.00 -0.05 0.02 0.25
H 1.775 -4.865 3.706 0.00 -0.01 -0.01 0.39
H 0.050 -5.783 2.171 0.00 0.00 0.00 0.39
H -0.934 -4.340 0.451 0.00 -0.04 0.03 0.28
H -0.510 -3.594 -2.044 -0.05 0.00 0.06 0.44
H 0.917 -2.553 -2.133 0.00 0.03 0.01 0.31
H -0.566 -2.073 -2.941 -0.03 -0.01 0.01 0.33
H -2.918 -2.748 -0.251 0.00 -0.01 -0.01 0.42
H -3.091 -1.113 -0.897 0.03 0.00 -0.04 0.39
H -2.784 -1.352 0.826 0.04 0.00 0.00 0.25
C 1.090 2.777 -3.385 0.00 -0.08 0.15 -1.69
C 0.426 1.407 -3.409 0.25 0.02 -0.29 1.69
C -0.218 1.104 -4.750 -0.06 0.01 0.11 -1.80
O -0.580 1.420 -2.369 -0.20 -0.15 -0.24 -0.38
C 1.510 0.347 -3.067 -0.28 0.00 -0.37 0.20
O 2.035 -0.299 -3.952 -0.03 0.17 0.21 -0.66
O 1.816 0.259 -1.809 -0.06 0.14 0.85 -0.58
H 0.369 3.550 -3.654 -0.01 -0.01 -0.02 0.40
H 1.926 2.796 -4.083 -0.02 0.00 -0.04 0.41
H 1.456 2.977 -2.377 -0.01 0.06 -0.07 0.26
H -0.893 1.911 -5.039 -0.01 0.00 0.03 0.41
H -0.781 0.166 -4.702 0.03 -0.01 -0.04 0.46
H 0.549 0.980 -5.509 0.01 0.01 0.00 0.38
H -1.261 0.782 -2.613 0.01 -0.08 -0.04 0.34
N -2.619 2.347 -0.028 0.43 0.19 -0.16 -0.14
C -2.508 1.744 1.155 -0.16 -0.36 0.40 0.60
O -1.557 1.034 1.506 -0.06 0.36 -0.36 -0.63
C -3.613 1.899 2.184 -0.09 0.00 -0.03 -1.04
I -5.443 2.805 1.551 0.08 -0.06 0.06 0.01
H -1.756 2.495 -0.553 0.16 -0.14 -0.06 0.12
H -3.385 2.973 -0.212 -0.11 -0.05 0.13 0.11
H -3.231 2.510 2.998 0.01 0.02 -0.03 0.41
H -3.857 0.919 2.581 -0.01 -0.01 -0.03 0.41
C 0.278 3.484 0.880 0.20 -0.05 0.18 -0.89
O 0.228 2.670 -0.265 -0.04 -1.07 0.00 -0.35
H 1.206 4.065 0.897 -0.03 0.02 0.03 0.27
H 0.214 2.921 1.820 0.02 0.02 -0.02 0.22
H -0.564 4.188 0.858 0.06 0.01 0.04 0.29
```
Positions in Å, forces in eV/Å.

=====

# C17H30N4OS

One molecule with the formula C17H30N4OS (ωB97M-V/def2-TZVPD, the OMol25 dataset).

Output
* structure (SMILES): CSc1ncc(CN2CCN(CCC(C)C)[C@@H](CCO)C2)cn1
* spin multiplicity: 1
* orbital gap: 0.3302 Ha
* energy relative to the best compared isomer or geometry (same formula, charge and spin): 0.63 kcal/mol
* HOMO level: -8.33 eV
* LUMO level: 0.7 eV

The geometry in XYZ format:
```
53
Properties=species:S:1:pos:R:3:forces:R:3:mulliken_charge:R:1
C 6.621 -2.133 -1.739 -0.07 0.17 0.47 -0.78
S 6.647 -1.778 0.042 0.31 -0.36 -0.13 -0.08
C 5.444 -0.524 0.118 -0.17 0.13 -0.27 0.24
N 4.858 -0.151 -1.014 0.13 -0.17 -0.20 -0.36
C 3.942 0.796 -0.922 -0.13 0.28 0.39 -0.40
C 3.590 1.394 0.284 0.14 -0.12 -0.04 0.91
C 2.482 2.405 0.394 -0.04 -0.04 0.01 -1.56
N 1.164 1.826 0.602 -0.04 0.08 0.02 0.26
C 1.033 1.088 1.842 -0.24 -0.02 0.17 -0.57
C -0.434 0.733 2.065 0.26 -0.04 0.07 -1.11
N -0.935 -0.037 0.943 0.08 -0.06 0.21 0.07
C -2.257 -0.580 1.212 0.00 -0.10 -0.17 -0.69
C -2.773 -1.462 0.078 -0.07 -0.03 0.42 -0.67
C -3.953 -2.347 0.494 -0.03 0.10 -0.27 0.66
C -5.183 -1.513 0.848 0.22 -0.19 0.12 -1.47
C -4.291 -3.316 -0.638 0.10 0.06 0.29 -1.61
C -0.792 0.694 -0.307 0.10 0.14 -0.28 -0.08
C -1.630 1.986 -0.417 -0.06 -0.29 -0.41 -0.71
C -2.018 2.284 -1.860 0.22 0.42 0.27 -0.70
O -2.891 1.268 -2.314 -0.24 -0.29 -0.12 -0.47
C 0.696 1.007 -0.498 -0.24 -0.10 -0.07 -1.33
C 4.287 0.923 1.398 -0.21 0.19 -0.37 -0.25
N 5.203 -0.020 1.323 0.35 -0.30 0.30 -0.56
H 5.625 -2.456 -2.023 0.01 -0.03 -0.12 0.26
H 7.346 -2.922 -1.907 0.08 -0.08 0.01 0.33
H 6.894 -1.236 -2.285 0.00 -0.04 -0.12 0.26
H 3.483 1.090 -1.858 -0.13 0.12 -0.03 0.43
H 2.435 3.002 -0.523 0.05 0.04 0.09 0.48
H 2.679 3.076 1.236 0.02 0.04 -0.10 0.49
H 1.623 0.155 1.828 -0.02 0.04 0.04 0.37
H 1.385 1.714 2.665 0.03 -0.02 0.02 0.44
H -1.011 1.659 2.226 0.01 -0.02 0.05 0.31
H -0.516 0.121 2.967 -0.04 0.05 -0.01 0.52
H -2.157 -1.190 2.116 -0.08 0.06 0.01 0.45
H -2.990 0.215 1.433 0.01 -0.03 0.05 0.30
H -3.083 -0.840 -0.763 0.01 -0.02 -0.14 0.09
H -1.951 -2.102 -0.250 0.07 0.00 -0.08 0.37
H -3.661 -2.930 1.375 0.02 0.01 -0.01 0.34
H -6.030 -2.161 1.063 -0.12 -0.02 0.03 0.46
H -5.448 -0.865 0.016 -0.06 0.11 -0.11 0.28
H -5.000 -0.896 1.723 -0.06 0.13 0.09 0.36
H -3.432 -3.937 -0.882 0.08 -0.09 -0.08 0.39
H -5.115 -3.966 -0.353 -0.10 -0.09 -0.03 0.46
H -4.581 -2.764 -1.530 -0.05 0.06 -0.15 0.31
H -1.101 0.020 -1.109 0.06 0.04 0.01 0.73
H -1.064 2.825 -0.012 -0.07 0.05 0.05 0.43
H -2.552 1.871 0.152 -0.07 0.11 0.08 0.33
H -1.121 2.324 -2.495 -0.04 0.04 0.05 0.33
H -2.518 3.262 -1.911 0.13 -0.10 -0.01 0.38
H -3.144 1.452 -3.224 0.03 -0.02 0.06 0.29
H 1.248 0.054 -0.565 -0.04 0.06 -0.06 0.31
H 0.836 1.559 -1.430 0.02 0.00 -0.06 0.35
H 4.110 1.325 2.388 -0.11 0.12 0.07 0.43
```
Positions in Å, forces in eV/Å.

=====

# C17H30N8O2RuS

C17H30N8O2RuS as an isolated structure (ωB97M-V/def2-TZVPD, the OMol25 dataset).

Output
* spin multiplicity: 6
* orbital gap (spin up / spin down): 0.3252 / 0.2463 Ha
* total charge: +3
* HOMO level (spin up / spin down): -17.43 / -17.45 eV
* LUMO level (spin up / spin down): -8.6 / -10.7 eV

The geometry in XYZ format:
```
59
Properties=species:S:1:pos:R:3:forces:R:3:lowdin_spin:R:1
Ru 0.195 -1.082 0.758 -0.11 0.06 0.13 3.92
N -1.331 -2.742 0.002 0.04 -0.02 0.00 0.14
C -2.257 -3.098 1.102 -0.03 0.01 0.02 0.01
C -2.892 -1.818 1.599 0.02 -0.01 -0.01 0.01
N -1.855 -0.830 2.010 -0.04 0.06 0.00 0.12
C -1.596 -0.779 3.476 0.01 -0.02 -0.01 0.01
C -0.302 -1.476 3.834 0.00 0.01 0.00 0.01
N 0.802 -0.836 3.076 0.02 -0.04 0.01 0.11
H -0.865 -3.575 -0.350 0.00 0.00 0.01 0.00
H -1.865 -2.372 -0.784 0.01 0.00 0.00 0.00
H -3.026 -3.796 0.769 0.00 0.00 0.00 0.00
H -1.682 -3.591 1.888 0.00 0.00 0.00 0.00
H -3.482 -1.373 0.795 0.01 0.00 0.00 0.00
H -3.576 -2.022 2.422 0.00 0.00 0.00 0.00
H -2.194 0.086 1.732 0.02 0.00 0.00 0.00
H -1.542 0.269 3.778 0.00 0.00 0.00 0.00
H -2.428 -1.221 4.025 0.00 0.00 0.00 0.00
H -0.132 -1.425 4.911 0.00 -0.01 0.00 0.00
H -0.330 -2.531 3.556 0.00 0.00 0.00 0.00
H 0.970 0.094 3.451 0.00 0.00 -0.01 0.00
H 1.659 -1.358 3.236 0.00 0.00 0.00 0.00
O -0.069 1.962 -5.652 0.00 0.00 0.01 0.00
C 0.171 0.584 -5.573 0.00 0.00 -0.01 0.00
C 0.205 0.193 -4.126 0.01 0.00 0.00 0.01
C 0.460 -1.122 -3.738 0.00 0.00 0.00 0.00
C 0.476 -1.429 -2.399 0.00 -0.02 0.02 0.01
N 0.252 -0.513 -1.438 0.02 -0.02 0.02 0.12
C 0.016 0.761 -1.798 0.00 -0.01 -0.05 0.01
C -0.010 1.139 -3.129 -0.01 0.00 0.01 0.00
C -0.187 1.728 -0.688 0.01 0.04 0.03 0.01
C -0.550 3.043 -0.922 -0.04 0.01 0.01 0.00
C -0.702 3.928 0.140 -0.01 -0.04 0.00 0.00
C -1.081 5.358 -0.106 0.05 0.04 0.01 0.00
O -1.597 5.454 -1.406 0.02 -0.01 -0.02 0.00
C -0.480 3.440 1.425 0.04 -0.01 -0.01 0.00
C -0.135 2.116 1.583 -0.02 0.00 0.05 0.01
N 0.009 1.257 0.562 -0.02 -0.04 -0.11 0.11
H -0.116 2.240 -6.573 0.00 0.00 -0.01 0.00
H 1.126 0.300 -6.030 0.00 0.00 0.00 0.00
H -0.613 -0.005 -6.066 0.00 0.00 0.00 0.00
H 0.647 -1.898 -4.470 0.00 0.00 0.00 0.00
H 0.684 -2.438 -2.062 0.00 0.00 -0.01 0.00
H -0.190 2.161 -3.426 0.00 0.00 0.00 0.00
H -0.742 3.407 -1.920 0.01 0.00 -0.01 0.00
H -0.173 5.964 0.022 -0.02 0.01 0.03 0.00
H -1.797 5.678 0.659 -0.03 -0.02 -0.02 0.00
H -1.811 6.371 -1.613 0.00 0.00 0.00 0.00
H -0.582 4.074 2.296 0.00 0.01 0.00 0.00
H 0.020 1.724 2.579 0.01 -0.01 -0.01 0.00
N 2.652 -0.414 0.509 0.07 -0.02 -0.01 0.09
N 3.592 -1.387 0.881 -0.01 -0.01 0.00 0.01
C 3.233 -2.673 1.016 0.01 0.00 -0.01 0.03
N 4.174 -3.570 1.226 0.00 0.01 0.00 0.02
S 1.593 -3.185 0.929 0.04 0.01 -0.06 0.20
H 2.775 -0.182 -0.475 -0.02 0.01 0.01 0.00
H 2.822 0.428 1.052 -0.01 -0.01 0.02 0.00
H 4.573 -1.137 0.840 0.00 0.00 0.00 0.00
H 5.159 -3.342 1.255 0.00 0.00 0.00 0.00
H 3.924 -4.540 1.351 0.00 0.00 0.00 0.00
```
Positions in Å, forces in eV/Å.